H8O4 | ωB97M-V/def2-TZVPD

The value obtained for the HOMO energy is -10.8 eV. The largest force on an atom is 0.004 hartree/bohr. As for the structure (SMILES): O.O.O.O. For the HOMO-LUMO gap, the calculation gives 10.94 eV. Its spin multiplicity is 1. The calculation puts the LUMO energy at 0.1 eV.

Structure (XYZ):
```
12
Properties=species:S:1:pos:R:3:forces:R:3
O -0.988 3.064 2.237 -0.07 0.03 0.03
H -0.626 3.871 1.862 0.02 0.02 0.00
H -0.850 2.396 1.555 0.10 -0.08 -0.04
O 1.555 -2.059 0.796 -0.01 -0.04 -0.03
H 2.456 -1.804 0.580 0.02 0.04 0.02
H 1.041 -1.896 -0.008 0.08 0.05 0.16
O -0.867 1.271 -0.141 -0.10 0.07 -0.13
H -0.510 0.521 -0.625 0.09 -0.09 0.17
H -1.806 1.275 -0.350 -0.04 0.01 0.03
O 0.087 -2.104 -1.609 -0.04 0.05 -0.22
H 0.558 -2.905 -1.862 -0.04 -0.07 0.04
H -0.050 -1.631 -2.435 0.00 0.01 -0.02
```
Positions in Å, forces in eV/Å.


CBr3P | ωB97M-V/def2-TZVPD

The value obtained for the HOMO energy (spin up / spin down) is -7.2 / -7.2 eV. The largest force on an atom is 0.025 hartree/bohr. For the HOMO-LUMO gap (spin up / spin down), the calculation gives 5.03 / 5.05 eV. Its spin multiplicity is 1. The calculation puts the LUMO energy (spin up / spin down) at -2.2 / -2.2 eV.

Structure (XYZ):
```
5
Properties=species:S:1:pos:R:3:forces:R:3
C 1.127 -1.669 0.511 -0.82 0.72 -0.30
P -2.668 -0.668 -0.279 0.18 -0.55 -0.16
Br 2.605 -0.676 0.103 0.05 -0.13 0.00
Br -0.463 -0.533 -0.627 1.00 -0.84 -0.01
Br -2.814 1.437 0.299 -0.41 0.80 0.46
```
Positions in Å, forces in eV/Å.


C8H11N3O2S | ωB97M-V/def2-TZVPD

The value obtained for the HOMO energy is -8.2 eV. The largest force on an atom is 0.087 hartree/bohr. As for the structure (SMILES): C=CCN1C=NN[C@]1(S)/C=C/C(=O)O. For the HOMO-LUMO gap, the calculation gives 8.08 eV. Its spin multiplicity is 1. The calculation puts the LUMO energy at -0.2 eV.

Structure (XYZ):
```
25
Properties=species:S:1:pos:R:3:forces:R:3
C 0.855 1.332 -2.070 -0.82 0.05 -0.49
C -2.755 0.492 -0.166 1.65 0.26 -0.39
C -0.338 -1.638 0.486 0.45 -0.59 -0.35
C 0.794 -0.997 0.680 -0.57 1.63 0.61
C -1.980 1.440 0.354 0.81 1.41 -0.53
C -0.786 -2.766 1.285 -2.17 -1.87 2.00
C 1.250 0.159 -0.243 0.62 -0.54 1.47
C -0.493 1.908 0.002 -0.45 -2.50 2.60
N 1.742 0.465 -2.394 1.04 1.39 -2.30
N 0.351 1.063 -0.828 -1.77 0.04 0.40
N 1.881 -0.393 -1.362 -4.22 1.52 0.23
O -1.991 -3.013 1.415 2.95 0.42 -0.39
O 0.129 -3.578 1.944 1.88 1.31 -0.88
S 2.571 1.351 0.797 0.69 -0.34 -0.24
H 0.357 2.150 -2.656 1.08 -1.16 0.28
H -3.783 0.397 0.079 -0.64 -0.09 0.33
H -2.341 -0.211 -0.888 -0.27 0.21 0.04
H -1.051 -1.466 -0.265 -0.36 0.48 -1.10
H 1.195 -1.212 1.666 1.07 0.36 -0.35
H -2.433 2.199 1.026 0.29 -0.68 -0.26
H 0.125 1.857 0.950 -1.13 0.53 -0.41
H -0.554 2.950 -0.215 0.29 0.66 -0.91
H 2.686 -0.821 -1.138 3.72 -1.68 -0.13
H 1.132 -3.338 1.782 -3.15 -0.43 0.16
H 3.437 1.671 -0.241 -0.97 -0.41 0.60
```
Positions in Å, forces in eV/Å.


C21H53F3NO10Y | ωB97M-V/def2-TZVPD

The value obtained for the HOMO energy is -6.0 eV. The largest force on an atom is 0.120 hartree/bohr. For the HOMO-LUMO gap, the calculation gives 3.84 eV. Its spin multiplicity is 1. The calculation puts the LUMO energy at -2.2 eV.

Structure (XYZ):
```
89
Properties=species:S:1:pos:R:3:forces:R:3
Y 4.185 -2.129 -1.822 6.16 -0.40 0.26
C 7.712 -3.843 -3.144 1.26 0.43 0.22
C 6.869 -4.684 -2.212 -1.68 0.30 -1.30
O 5.660 -4.072 -1.745 -1.28 1.30 0.73
H 7.248 -3.425 -4.037 -0.33 -0.34 0.09
H 8.530 -4.436 -3.553 0.00 -0.37 0.01
H 8.249 -3.050 -2.623 -0.28 0.32 0.13
H 7.510 -5.126 -1.450 -0.17 0.25 0.45
H 6.500 -5.501 -2.832 0.28 -0.56 -0.07
O 5.994 -0.920 -1.235 -2.76 -2.23 0.40
H 6.647 -1.419 -0.707 -0.35 0.46 -0.33
C 7.597 1.450 -3.989 -3.46 -1.47 0.99
O 8.251 0.851 -2.832 1.90 0.41 -0.91
O 6.221 1.575 -3.645 3.73 0.57 -1.69
C 8.411 2.703 -4.562 0.49 0.24 1.45
F 9.765 2.732 -4.253 -0.52 -0.74 0.09
F 8.422 2.865 -5.901 -0.67 -0.57 -0.18
F 7.950 3.819 -4.033 -0.54 0.83 0.13
C 9.412 0.038 -3.124 0.22 0.66 1.32
C 10.401 0.134 -1.936 -0.37 -0.71 -0.31
H 9.856 0.004 -1.001 0.10 0.07 0.07
H 11.121 -0.677 -2.042 0.02 -0.31 0.13
H 11.027 1.025 -1.885 -0.53 0.33 -0.23
H 10.040 0.206 -3.999 -0.57 0.90 -0.53
H 9.090 -0.994 -3.265 -0.23 -0.39 0.29
H 7.729 0.682 -4.751 0.14 -0.22 -0.81
O 5.398 -1.933 -3.726 -1.46 -0.05 -0.71
H 6.334 -2.066 -3.877 0.58 0.11 0.64
H 5.080 -1.528 -4.533 -0.09 0.54 -0.44
O 4.146 -5.823 0.362 -0.52 -0.07 -0.08
H 4.519 -5.758 1.241 0.06 0.02 0.27
H 4.898 -5.744 -0.224 0.73 0.08 -0.31
O 2.851 -4.008 -1.230 -0.40 1.23 -0.45
H 3.575 -4.580 -0.978 0.90 -0.84 0.42
H 2.070 -4.444 -0.888 -0.36 0.04 0.08
C 8.568 -3.345 -9.481 -0.49 -0.65 -0.36
C 7.326 -2.945 -8.675 1.56 0.10 -1.84
C 7.795 -2.902 -7.221 -0.49 1.30 -0.15
C 8.603 -1.642 -6.821 -1.51 -0.68 -0.52
C 7.961 -0.361 -7.388 1.24 -1.24 -0.01
C 7.664 -0.420 -8.941 -0.12 0.67 2.79
N 6.846 -1.621 -9.203 1.33 0.21 5.98
O 6.311 -1.702 -10.384 -1.87 -0.03 -3.68
C 6.822 0.871 -9.102 0.21 0.06 -1.23
C 9.000 -0.274 -9.728 -0.83 0.29 -0.15
C 6.251 -4.037 -8.909 -0.47 1.27 0.52
H 8.664 -4.426 -9.376 0.41 -0.08 -0.11
H 9.490 -2.853 -9.171 -0.13 0.01 -0.12
H 8.317 -3.147 -10.523 0.49 -0.07 -0.23
H 6.872 -2.874 -6.642 0.01 -0.47 0.57
H 8.457 -3.744 -7.019 -0.62 -0.47 0.11
H 9.648 -1.750 -7.113 0.02 0.14 -0.04
H 8.540 -1.632 -5.733 0.44 0.31 0.14
H 8.742 0.350 -7.116 -0.33 0.82 -0.65
H 7.076 -0.068 -6.823 -0.15 -0.20 -0.14
H 6.585 0.957 -10.163 -0.22 0.40 -0.10
H 5.905 1.013 -8.529 -0.05 -0.91 0.07
H 7.408 1.739 -8.802 0.36 -0.10 -0.20
H 8.933 -0.823 -10.667 0.18 0.19 -0.25
H 9.095 0.795 -9.915 0.26 -0.10 -0.34
H 9.917 -0.588 -9.229 -0.29 -0.24 0.25
H 5.961 -4.297 -9.927 1.00 -0.06 -0.26
H 5.305 -3.595 -8.597 -0.16 -0.22 0.80
H 6.544 -4.905 -8.318 -0.32 -0.11 -0.11
H 6.963 -1.471 -11.050 0.51 -0.13 -0.63
C 6.419 -10.193 -1.173 -0.79 0.45 0.28
C 5.587 -9.212 -1.996 -1.28 -1.74 -0.49
C 4.071 -9.432 -1.775 0.20 1.43 0.54
O 6.027 -7.960 -1.657 1.00 1.91 1.13
H 5.813 -11.070 -0.943 0.38 -0.38 -0.46
H 6.516 -9.709 -0.201 0.49 0.02 0.04
H 7.384 -10.397 -1.637 -0.11 -0.17 0.28
H 5.770 -9.372 -3.059 0.04 -0.19 -0.30
H 3.692 -10.365 -2.191 -0.02 0.23 0.04
H 3.537 -8.542 -2.110 -0.15 -0.10 -1.32
H 3.746 -9.257 -0.750 0.58 -0.99 0.68
H 5.521 -7.201 -1.954 -0.34 -0.39 -0.48
C 1.280 -6.570 -6.380 1.20 -0.91 0.22
C 2.073 -6.205 -5.095 -0.25 0.02 -1.66
C 3.620 -6.287 -5.254 -0.95 -1.17 0.50
O 1.707 -4.857 -4.900 0.08 0.97 1.05
H 1.536 -5.847 -7.154 -0.24 -0.05 -0.13
H 0.216 -6.609 -6.147 -0.07 0.35 -0.07
H 1.527 -7.574 -6.725 0.12 -0.03 -0.16
H 1.605 -6.873 -4.373 0.66 0.12 0.86
H 3.855 -6.064 -6.295 0.36 0.04 0.19
H 3.932 -7.292 -4.971 -0.15 -0.54 -0.75
H 4.271 -5.775 -4.545 -0.61 1.05 -0.06
H 0.868 -4.738 -5.351 -0.06 0.26 0.12
```
Positions in Å, forces in eV/Å.


CH13O10V | ωB97M-V/def2-TZVPD

The value obtained for the HOMO energy (spin up / spin down) is -13.8 / -13.8 eV. The largest force on an atom is 0.124 hartree/bohr. For the HOMO-LUMO gap (spin up / spin down), the calculation gives 8.43 / 8.95 eV. The net charge is +1. Its spin multiplicity is 2. The calculation puts the LUMO energy (spin up / spin down) at -5.4 / -4.9 eV. Its expectation value of S² is 0.82.

Structure (XYZ):
```
25
Properties=species:S:1:pos:R:3:forces:R:3
O -0.375 -1.866 -1.242 3.82 0.25 1.11
V 1.023 -1.197 -0.681 -6.32 -0.10 -0.90
C 0.361 1.179 -0.588 -0.58 1.74 -0.19
O 1.398 0.739 -1.109 2.90 1.61 -1.76
O -0.101 2.485 -0.561 1.28 -2.51 0.00
O -0.288 0.251 -0.077 -1.27 0.09 1.63
H 0.567 3.123 -0.893 -0.26 -0.59 0.01
O 2.779 -0.968 0.449 0.38 -1.46 1.80
H 2.844 -0.263 1.109 0.00 0.79 -0.41
H 2.917 -1.730 1.072 0.04 0.37 -0.94
O -2.708 -0.003 -1.511 -0.37 -1.57 -1.45
H -2.729 0.907 -1.317 -0.22 1.65 0.61
H -2.261 -0.439 -0.800 0.29 -0.18 0.36
O -2.418 1.200 1.109 -0.03 2.22 0.51
H -2.752 0.341 1.235 -0.74 -1.63 0.16
H -1.608 1.116 0.611 -0.08 -0.36 0.10
O -0.015 2.054 2.688 1.01 -0.53 0.73
H -0.860 1.697 2.937 -0.70 -0.16 0.22
H -0.190 2.436 1.846 -0.27 0.73 -0.97
O 1.796 -1.410 -2.663 0.60 -1.16 -0.17
H 1.915 -2.352 -2.932 0.05 0.78 0.11
H 1.047 -1.125 -3.200 -0.15 0.25 -0.26
O 0.186 -1.961 1.330 1.00 0.30 0.11
H -0.195 -1.483 2.096 0.15 -0.38 -0.71
H -0.331 -2.731 1.093 -0.53 -0.15 0.29
```
Positions in Å, forces in eV/Å.


C3H6INO2 | ωB97M-V/def2-TZVPD

The value obtained for the HOMO energy is -9.3 eV. The largest force on an atom is 0.099 hartree/bohr. For the HOMO-LUMO gap, the calculation gives 9.69 eV. Its spin multiplicity is 1. The calculation puts the LUMO energy at 0.3 eV.

Structure (XYZ):
```
13
Properties=species:S:1:pos:R:3:forces:R:3
C 0.006 -1.369 -0.147 -0.02 -1.07 1.25
C 0.009 1.317 0.474 -0.59 -2.50 3.97
C 0.805 -0.402 0.715 -1.42 4.09 -1.79
N -0.057 -1.455 -1.483 -1.50 -1.21 1.31
O -0.576 -2.155 0.584 -1.12 -0.98 -0.76
O 0.748 -0.813 1.976 2.92 4.06 0.96
I 2.842 -0.084 0.017 -0.20 -0.18 0.01
H 0.556 2.092 1.044 0.28 -0.75 -0.49
H -1.037 1.331 0.996 1.75 -0.60 -1.00
H -0.116 1.575 -0.525 0.12 0.16 -1.87
H 0.485 -0.850 -2.010 0.87 0.95 -1.52
H -0.711 -2.184 -1.835 1.07 1.14 0.13
H 0.253 -1.570 2.071 -2.17 -3.12 -0.20
```
Positions in Å, forces in eV/Å.


C22H33NO2 | ωB97M-V/def2-TZVPD

The value obtained for the HOMO energy is -8.8 eV. The largest force on an atom is 0.012 hartree/bohr. As for the structure (SMILES): CC(C)(C)N(CC#CC[C@@](O)(c1ccccc1)C1CCCC1)CCO. For the HOMO-LUMO gap, the calculation gives 9.46 eV. Its spin multiplicity is 1. The calculation puts the LUMO energy at 0.7 eV.

Structure (XYZ):
```
58
Properties=species:S:1:pos:R:3:forces:R:3
C 4.086 1.890 -0.394 -0.01 -0.23 -0.09
H 4.105 2.684 -1.137 0.03 0.07 -0.09
H 3.357 2.151 0.369 -0.08 0.05 0.10
H 5.073 1.844 0.058 0.07 0.03 0.09
C 3.697 0.565 -1.070 0.10 0.27 -0.35
N 3.214 -0.378 -0.055 0.07 0.00 0.06
C 4.043 -0.601 1.114 -0.09 -0.10 0.39
H 4.737 -1.450 0.989 0.00 0.09 -0.02
H 4.628 0.292 1.323 0.01 -0.02 -0.01
C 3.144 -0.866 2.332 0.23 -0.18 -0.15
O 2.225 0.179 2.514 -0.20 0.28 0.06
H 1.828 0.335 1.645 -0.01 -0.02 -0.03
H 2.612 -1.820 2.210 0.13 0.01 0.04
H 3.750 -0.918 3.240 0.00 -0.08 -0.08
C 2.630 -1.624 -0.543 0.15 -0.01 -0.08
C 1.239 -1.724 -0.124 -0.44 -0.13 0.11
C 0.117 -1.719 0.304 0.43 -0.17 -0.22
C -1.259 -1.752 0.752 -0.31 0.01 -0.07
H -1.654 -2.754 0.563 0.00 0.07 0.09
H -1.286 -1.566 1.827 -0.12 -0.06 0.02
C -2.170 -0.723 0.017 -0.06 0.14 0.60
C -3.611 -1.183 0.166 0.10 -0.05 -0.22
C -4.159 -1.396 1.426 0.06 0.03 -0.02
C -5.472 -1.806 1.561 -0.05 -0.02 0.10
C -6.259 -2.012 0.440 -0.11 -0.03 -0.01
C -5.719 -1.807 -0.816 -0.11 -0.02 0.00
C -4.405 -1.395 -0.952 0.13 0.03 -0.05
H -3.981 -1.239 -1.931 0.02 0.01 -0.09
H -6.323 -1.967 -1.698 -0.05 -0.01 -0.07
H -7.285 -2.332 0.549 -0.07 -0.02 0.01
H -5.884 -1.966 2.548 -0.03 -0.01 0.07
H -3.564 -1.243 2.314 0.08 0.03 0.10
O -1.858 -0.694 -1.361 -0.02 -0.01 -0.07
H -0.917 -0.497 -1.444 0.07 -0.09 0.00
C -2.052 0.694 0.638 -0.11 -0.19 -0.25
C -3.012 1.671 -0.066 -0.07 0.11 0.17
H -3.981 1.719 0.428 -0.07 -0.03 -0.04
H -3.168 1.335 -1.092 -0.04 0.02 -0.02
C -2.277 3.007 -0.073 -0.01 -0.08 -0.16
H -2.669 3.695 -0.820 -0.04 0.09 0.03
H -2.346 3.482 0.908 -0.01 0.07 0.05
C -0.838 2.589 -0.349 0.01 0.11 0.15
H -0.734 2.332 -1.406 0.03 0.00 -0.06
H -0.115 3.369 -0.111 0.07 0.03 -0.08
C -0.655 1.344 0.523 0.07 0.03 -0.09
H -0.306 1.634 1.515 0.08 -0.03 0.03
H 0.082 0.661 0.103 0.10 0.04 0.08
H -2.324 0.612 1.693 0.00 -0.06 -0.01
H 2.675 -1.692 -1.633 0.13 -0.02 0.11
H 3.179 -2.491 -0.145 0.00 0.10 -0.14
C 4.906 0.023 -1.852 -0.27 0.07 0.18
H 4.644 -0.871 -2.414 -0.01 -0.10 -0.09
H 5.716 -0.226 -1.170 0.11 -0.01 0.06
H 5.264 0.772 -2.553 0.08 0.06 -0.11
C 2.546 0.887 -2.035 0.20 -0.09 0.16
H 2.213 0.021 -2.599 -0.06 -0.11 -0.08
H 2.871 1.639 -2.750 0.03 0.06 -0.09
H 1.702 1.284 -1.477 -0.15 0.07 0.07
```
Positions in Å, forces in eV/Å.